[1]
{"formula": "C32H30F3GeN5O2STi", "method": "ωB97M-V/def2-TZVPD", "total_charge": 1, "multiplicity": 2, "e_above_lowest_ev": 0.155, "e_lumo_ev": [-4.37, -4.36], "gap_ev": [5.5, 5.5], "species": ["Ti", "C", "C", "N", "O", "C", "C", "N", "O", "H", "H", "H", "H", "H", "H", "H", "S", "C", "N", "C", "C", "C", "N", "H", "H", "H", "H", "F", "C", "F", "F", "C", "C", "C", "N", "C", "C", "H", "H", "H", "H", "C", "C", "C", "C", "C", "C", "Ge", "C", "C", "C", "C", "C", "C", "C", "C", "C", "C", "C", "C", "H", "H", "H", "H", "H", "H", "H", "H", "H", "H", "H", "H", "H", "H", "H"], "xyz": [[1.0621, -0.6972, 0.5359], [2.2418, -3.0872, 4.1131], [1.5603, -2.3684, 2.9955], [2.2035, -1.9531, 1.9495], [3.5677, -2.2278, 1.9694], [0.1398, -2.0928, 3.0321], [-0.7717, -2.5111, 4.1401], [-0.2911, -1.4097, 1.9931], [-1.5102, -1.1013, 1.8352], [3.2870, -2.8001, 4.1754], [2.2034, -4.1641, 3.9326], [1.7361, -2.8911, 5.0555], [3.9105, -1.7548, 1.2029], [-0.6168, -3.5557, 4.4107], [-1.7987, -2.3781, 3.8095], [-0.6209, -1.9000, 5.0331], [3.1592, 0.3323, -0.5797], [2.8856, 1.3570, 0.7221], [3.5544, 2.5266, 0.9065], [3.4079, 3.2659, 2.0277], [2.5516, 2.8466, 3.0023], [1.7968, 1.6997, 2.7434], [1.9476, 1.0079, 1.6250], [4.1825, 2.8295, 0.1717], [3.9909, 4.1733, 2.0926], [2.4216, 3.4067, 3.9143], [1.0316, 1.3513, 3.4259], [0.6450, -5.8288, -4.3961], [-0.3230, -4.9446, -4.1291], [-1.4541, -5.6202, -3.9062], [-0.5019, -4.1893, -5.2215], [0.0381, -4.0708, -2.9468], [1.3689, -3.8037, -2.6598], [1.6529, -2.9577, -1.6099], [0.6940, -2.3776, -0.8704], [-0.5871, -2.6664, -1.1407], [-0.9583, -3.5067, -2.1728], [2.1649, -4.2491, -3.2388], [2.6771, -2.7188, -1.3499], [-1.3315, -2.1979, -0.5099], [-2.0039, -3.6994, -2.3656], [-4.1014, -1.2501, -2.8791], [-3.1439, -0.4960, -3.5425], [-2.2016, 0.2270, -2.8175], [-2.2007, 0.1986, -1.4205], [-3.1784, -0.5548, -0.7644], [-4.1249, -1.2705, -1.4912], [-0.7661, 1.0942, -0.4158], [-1.6104, 2.3184, 0.8698], [-0.8223, 3.1271, 1.6914], [-1.3914, 3.9937, 2.6176], [-2.7719, 4.0663, 2.7337], [-3.5702, 3.2856, 1.9107], [-2.9955, 2.4214, 0.9850], [0.2442, 2.2240, -1.6873], [0.9128, 1.6083, -2.7492], [1.7174, 2.3409, -3.6120], [1.8840, 3.7055, -3.4110], [1.2229, 4.3335, -2.3646], [0.4004, 3.5984, -1.5131], [-4.8385, -1.8080, -3.4420], [-3.1334, -0.4608, -4.6243], [-1.4738, 0.8245, -3.3467], [-3.1857, -0.5942, 0.3143], [-4.8826, -1.8420, -0.9700], [0.2558, 3.1217, 1.5720], [-0.7625, 4.6229, 3.2362], [-3.2233, 4.7390, 3.4504], [-4.6479, 3.3510, 1.9838], [-3.6321, 1.8250, 0.3461], [0.7997, 0.5407, -2.9100], [2.2137, 1.8484, -4.4386], [2.5091, 4.2800, -4.0818], [1.3244, 5.4024, -2.2234], [-0.1394, 4.1047, -0.7235]], "forces_ev_per_a": [[-0.523, -0.353, -0.309], [-0.071, -0.019, -0.043], [0.102, -0.009, 0.047], [-0.128, 0.294, -0.064], [0.171, -0.063, 0.031], [-0.127, 0.112, 0.120], [0.070, -0.079, -0.098], [0.101, -0.111, 0.013], [0.075, -0.006, -0.043], [-0.001, 0.000, 0.033], [-0.001, -0.001, -0.011], [-0.008, -0.003, -0.005], [0.086, 0.052, -0.090], [-0.010, 0.003, 0.039], [-0.002, -0.002, 0.004], [-0.014, -0.020, 0.025], [0.106, -0.188, -0.034], [0.155, 0.143, -0.119], [-0.057, 0.011, 0.074], [-0.047, -0.020, 0.041], [0.057, 0.125, 0.136], [-0.026, -0.109, -0.320], [-0.103, -0.052, 0.463], [-0.002, -0.036, -0.015], [0.016, -0.005, -0.028], [0.016, 0.027, -0.006], [-0.002, -0.010, 0.014], [-0.008, 0.007, -0.004], [0.011, 0.031, 0.072], [0.005, 0.003, -0.013], [-0.003, -0.008, -0.020], [-0.035, -0.033, -0.030], [0.031, -0.057, 0.025], [-0.057, 0.149, 0.001], [-0.021, 0.113, 0.037], [0.039, 0.055, 0.194], [0.007, -0.027, -0.095], [0.011, 0.009, 0.020], [-0.009, 0.006, -0.023], [-0.010, -0.012, 0.027], [-0.013, 0.021, 0.025], [-0.021, -0.008, -0.058], [0.071, 0.050, 0.053], [-0.220, -0.162, 0.128], [0.117, 0.040, -0.127], [-0.071, 0.001, -0.265], [0.084, 0.058, 0.120], [0.260, -0.054, 0.155], [0.107, -0.036, -0.050], [-0.142, 0.088, 0.000], [0.055, -0.046, -0.051], [-0.001, -0.004, -0.003], [0.010, -0.064, -0.062], [0.096, 0.056, 0.155], [-0.127, -0.083, 0.044], [0.083, 0.286, -0.038], [-0.047, -0.089, 0.054], [-0.018, 0.029, 0.006], [-0.051, -0.029, 0.040], [0.138, -0.069, -0.173], [-0.008, -0.005, -0.010], [-0.008, -0.006, -0.015], [0.033, 0.041, -0.067], [-0.035, -0.034, 0.100], [-0.012, -0.008, 0.003], [-0.079, 0.048, -0.039], [0.007, 0.017, 0.012], [-0.005, 0.007, 0.011], [-0.012, 0.008, 0.009], [-0.056, -0.006, -0.012], [0.040, -0.049, -0.005], [0.016, 0.010, -0.017], [0.011, 0.008, -0.007], [0.013, 0.017, -0.009], [-0.010, 0.051, 0.048]]}

[2]
{"formula": "C32H30F4N2", "method": "ωB97M-V/def2-TZVPD", "smiles": "c1cc[nH]c1.c1cc[nH]c1.Fc1ccccc1.Fc1ccccc1.Fc1ccccc1.Fc1ccccc1", "e_lumo_ev": 0.64, "gap_ev": 9.0, "species": ["C", "C", "C", "N", "C", "H", "H", "H", "H", "H", "C", "C", "C", "N", "C", "H", "H", "H", "H", "H", "F", "C", "C", "C", "C", "C", "C", "H", "H", "H", "H", "H", "F", "C", "C", "C", "C", "C", "C", "H", "H", "H", "H", "H", "F", "C", "C", "C", "C", "C", "C", "H", "H", "H", "H", "H", "F", "C", "C", "C", "C", "C", "C", "H", "H", "H", "H", "H"], "xyz": [[2.8602, -1.4952, -2.7334], [2.3749, -0.6011, -3.7696], [1.3172, -1.2553, -4.3701], [1.1821, -2.5218, -3.7801], [2.1513, -2.6550, -2.8222], [3.7110, -1.4576, -2.0530], [2.8078, 0.3367, -4.1295], [0.6106, -0.9980, -5.1396], [0.4238, -3.1900, -3.8955], [2.3464, -3.5827, -2.3215], [-1.5907, -1.2725, 0.4437], [-0.9861, 0.0152, 0.7906], [0.0216, 0.2597, -0.0912], [0.0016, -0.7715, -1.0431], [-1.0059, -1.6513, -0.7586], [-2.4122, -1.7870, 0.9330], [-1.2319, 0.6207, 1.6593], [0.6290, 1.1526, -0.1515], [0.6537, -0.8137, -1.8123], [-1.0457, -2.5355, -1.4025], [0.4547, -6.8051, -2.1151], [0.9293, -6.3063, -0.9378], [0.2236, -5.2598, -0.3583], [0.7164, -4.8291, 0.8572], [1.8542, -5.3701, 1.4802], [2.5426, -6.3844, 0.8295], [2.0396, -6.9035, -0.3840], [-0.5760, -4.7207, -0.8297], [0.2156, -3.9890, 1.3405], [2.1779, -4.9384, 2.4122], [3.5155, -6.7965, 1.1952], [2.5559, -7.7242, -0.8795], [-5.5096, -2.5342, 2.1224], [-4.8344, -1.5475, 2.7637], [-4.6691, -0.3102, 2.1005], [-4.0256, 0.7189, 2.7411], [-3.4603, 0.5087, 3.9816], [-3.7072, -0.6710, 4.6473], [-4.4169, -1.7237, 4.0657], [-5.1748, -0.1619, 1.1558], [-3.8726, 1.6301, 2.1972], [-2.8922, 1.3048, 4.4537], [-3.3582, -0.7401, 5.6742], [-4.6633, -2.6199, 4.6246], [0.2649, 4.7460, 1.2845], [1.4033, 4.5278, 1.9974], [2.0590, 5.6234, 2.4718], [3.2198, 5.3907, 3.1982], [3.7379, 4.1253, 3.4329], [3.0543, 3.0210, 2.8889], [1.8286, 3.2315, 2.1924], [1.8294, 6.6320, 2.1481], [3.8447, 6.1971, 3.5375], [4.6974, 3.8966, 3.8820], [3.4044, 1.9880, 2.9764], [1.2989, 2.4509, 1.6367], [-2.2665, 5.7297, -1.7041], [-1.5061, 4.8849, -2.4335], [-0.7977, 5.4115, -3.4625], [0.0059, 4.5094, -4.2353], [-0.0135, 3.1559, -4.0156], [-0.8076, 2.6237, -2.9473], [-1.5107, 3.5539, -2.1418], [-0.8392, 6.4558, -3.6778], [0.6405, 4.8782, -5.0529], [0.5511, 2.5028, -4.6570], [-0.8022, 1.5507, -2.7169], [-2.1805, 3.2895, -1.2930]], "forces_ev_per_a": [[0.609, -0.038, -0.546], [-0.158, -0.581, 0.125], [-0.187, -1.028, 0.639], [0.214, 0.680, -0.056], [-0.263, 0.111, -0.070], [-0.215, 0.562, -0.430], [-0.326, -0.359, 0.483], [0.171, 0.298, -0.105], [0.424, 0.478, -0.267], [-0.295, -0.176, 0.260], [0.195, 0.942, -0.930], [-0.498, -1.428, 0.593], [-0.584, -0.700, -0.883], [0.153, 1.633, 0.732], [0.840, -0.275, 0.569], [0.243, 0.243, -0.060], [0.027, -0.174, -0.277], [0.191, -0.366, -0.303], [-0.099, -0.177, -0.011], [-0.443, 0.363, 0.519], [0.215, 0.146, 0.139], [-0.734, -0.426, -0.589], [1.215, -0.247, 0.394], [0.049, 0.640, 0.834], [-0.410, 0.002, -0.848], [0.539, -0.598, -0.310], [0.550, 0.426, 0.657], [-0.314, -0.276, -0.217], [0.091, -0.185, -0.085], [0.183, -0.077, 0.114], [-1.112, 0.410, -0.096], [-0.268, 0.247, -0.022], [0.232, 0.251, 0.231], [-0.237, 1.012, -0.402], [-0.963, -1.311, 0.304], [0.535, -0.317, -0.570], [-0.050, 0.479, 0.337], [0.130, -0.213, 0.615], [0.121, 0.165, -0.067], [0.247, -0.106, -0.159], [-0.036, 0.453, -0.005], [-0.087, -0.153, 0.033], [-0.029, -0.271, -0.145], [0.133, 0.023, -0.177], [0.289, -0.247, 0.030], [-1.027, -0.205, -0.311], [1.224, 0.474, 0.236], [0.885, 0.005, 0.255], [-0.797, -1.612, -0.960], [-1.371, 0.329, -0.399], [1.169, -0.300, -0.074], [-0.409, -0.147, 0.259], [-0.159, 0.535, 0.046], [-0.105, 0.573, 0.254], [0.074, 0.493, 0.069], [0.200, 0.079, 0.600], [-0.056, -0.161, 0.210], [-0.170, 0.751, -0.195], [1.656, -1.203, -1.445], [-0.499, 1.400, 0.005], [-1.111, -0.810, 1.479], [0.423, 1.421, -0.023], [-0.614, -2.103, 0.523], [0.068, 0.489, -0.090], [-0.441, 0.070, 0.417], [0.156, -0.201, -0.029], [-0.156, 0.555, -0.110], [0.773, -0.270, -0.696]]}

[3]
{"formula": "C32H30FeN11O3SSe", "method": "ωB97M-V/def2-TZVPD", "total_charge": 1, "multiplicity": 5, "e_above_lowest_ev": 2.081, "e_lumo_ev": [-3.24, -3.25], "gap_ev": [7.0, 7.0], "species": ["Fe", "Se", "N", "C", "C", "C", "C", "C", "N", "C", "C", "N", "C", "C", "C", "C", "C", "N", "H", "H", "H", "H", "H", "H", "N", "C", "C", "C", "C", "C", "C", "N", "C", "C", "C", "C", "N", "C", "C", "H", "H", "H", "H", "H", "H", "H", "H", "H", "C", "C", "C", "O", "C", "H", "H", "H", "H", "H", "H", "H", "H", "C", "C", "C", "N", "N", "C", "N", "S", "H", "H", "H", "H", "H", "H", "H", "O", "N", "O"], "xyz": [[-1.0881, -0.4166, -0.2914], [-3.3860, 7.5204, -0.3814], [-1.8410, 6.6931, -0.4254], [-2.0462, 5.3901, -0.4443], [-1.0109, 4.4006, -0.5403], [0.3358, 4.7525, -0.6707], [1.2627, 3.7509, -0.8377], [0.8192, 2.4329, -0.8665], [-0.4413, 2.0747, -0.7023], [-1.3651, 3.0341, -0.5389], [-2.7579, 2.6409, -0.3775], [-3.0350, 1.3374, -0.2400], [-4.2936, 0.9582, -0.1159], [-5.3694, 1.8413, -0.1613], [-5.1117, 3.1886, -0.2795], [-3.7827, 3.6140, -0.3660], [-3.4222, 5.0027, -0.4172], [-4.2760, 6.0095, -0.3936], [0.6168, 5.7932, -0.6396], [2.3122, 3.9672, -0.9539], [1.5199, 1.6309, -1.0299], [-4.4562, -0.0994, 0.0282], [-6.3790, 1.4720, -0.0899], [-5.9031, 3.9225, -0.2983], [6.5424, -0.5884, -1.4006], [7.8334, -0.4145, -0.9889], [9.0523, -0.5221, -1.6398], [10.1799, -0.2536, -0.8939], [10.1019, 0.1108, 0.4558], [8.8964, 0.2233, 1.1100], [7.7408, -0.0440, 0.3769], [6.4331, -0.0084, 0.7508], [5.7412, -0.3357, -0.3134], [4.3036, -0.4264, -0.3339], [3.5840, -0.2631, 0.8553], [2.2077, -0.3385, 0.8223], [1.5178, -0.5605, -0.2970], [2.1997, -0.7173, -1.4301], [3.5770, -0.6604, -1.5036], [6.2477, -0.8885, -2.3127], [9.1119, -0.7946, -2.6816], [11.1502, -0.3260, -1.3606], [11.0172, 0.3155, 0.9887], [8.8287, 0.5046, 2.1473], [4.1270, -0.0809, 1.7675], [1.6149, -0.2121, 1.7177], [1.6096, -0.8822, -2.3204], [4.0621, -0.7732, -2.4601], [-2.8807, -1.4762, 3.6521], [-2.0514, -2.6469, 3.1113], [-0.7609, -1.9545, 2.6937], [-1.1877, -0.7066, 2.1450], [-2.2773, -0.2477, 2.9466], [-2.7483, -1.3818, 4.7290], [-3.9426, -1.5910, 3.4453], [-2.5152, -3.0849, 2.2280], [-1.8907, -3.4160, 3.8618], [-0.2157, -2.4862, 1.9163], [-0.1120, -1.7567, 3.5571], [-2.9822, 0.2589, 2.2850], [-1.8891, 0.4715, 3.6792], [-5.8329, -4.1221, 0.8500], [-4.8574, -4.6123, -0.2223], [-4.2930, -3.4571, -0.9589], [-3.4956, -2.5934, -0.4552], [-3.1408, -1.6086, -1.2857], [-3.6761, -1.7045, -2.4692], [-3.5256, -0.7735, -3.4316], [-4.7263, -3.0907, -2.6296], [-6.2271, -4.9732, 1.3968], [-6.6602, -3.5831, 0.3924], [-5.3205, -3.4614, 1.5453], [-5.3671, -5.2869, -0.9111], [-4.0367, -5.1556, 0.2500], [-2.7540, -0.1367, -3.2945], [-3.7047, -1.0418, -4.3845], [-0.5297, -2.8202, -0.5397], [-0.4219, -2.8120, -1.7680], [-0.5582, -1.7255, -2.3593]], "forces_ev_per_a": [[0.235, -0.699, -0.819], [0.030, -0.148, -0.028], [1.062, -0.424, -0.054], [-0.661, 1.113, 0.012], [0.482, -0.715, -0.063], [-0.093, -0.274, 0.058], [-0.161, 0.094, -0.026], [0.325, 0.003, -0.046], [-0.384, -0.807, 0.272], [0.544, 0.737, -0.043], [-0.875, 0.248, 0.082], [0.783, -0.447, 0.074], [-0.282, -0.078, 0.028], [0.125, 0.168, 0.022], [0.227, -0.148, -0.015], [-0.008, -0.893, -0.021], [-0.044, 1.313, 0.030], [-0.662, -0.969, 0.065], [0.000, 0.120, -0.034], [0.094, 0.001, -0.021], [0.069, 0.015, 0.029], [-0.036, -0.088, -0.042], [-0.088, -0.080, 0.039], [-0.048, 0.068, 0.011], [-0.379, -0.016, 0.008], [0.357, 0.249, 0.704], [0.082, -0.018, -0.124], [-0.049, -0.063, -0.162], [0.037, 0.082, 0.195], [-0.031, -0.050, -0.142], [0.424, -0.196, -0.838], [-0.860, -0.019, 0.128], [0.933, 0.065, 0.235], [-0.949, -0.032, -0.073], [0.159, -0.054, -0.237], [0.100, -0.026, 0.059], [-0.900, 0.130, 0.112], [-0.108, -0.095, -0.268], [0.118, 0.113, 0.442], [0.008, -0.006, 0.030], [0.072, -0.050, -0.126], [0.080, -0.003, -0.048], [0.089, 0.006, 0.073], [0.020, 0.049, 0.155], [-0.004, 0.023, 0.144], [0.033, 0.025, 0.141], [-0.044, -0.058, -0.034], [-0.015, -0.049, -0.111], [0.134, 0.046, -0.066], [0.128, 0.187, -0.101], [0.193, -0.595, 0.081], [0.065, 0.280, -1.218], [-0.449, 0.431, 0.325], [-0.074, -0.010, 0.005], [-0.008, 0.026, 0.003], [-0.031, -0.034, -0.007], [0.043, -0.080, -0.030], [0.079, 0.005, 0.064], [-0.022, -0.034, -0.095], [0.073, 0.002, 0.097], [-0.090, -0.044, -0.160], [0.063, -0.197, -0.099], [-0.169, -0.075, 0.311], [-0.108, 0.044, -0.716], [-0.311, -0.790, 1.042], [0.803, 1.132, -0.274], [-0.478, -0.450, 0.166], [0.109, 0.353, -0.298], [0.564, 0.338, 0.473], [-0.120, -0.023, 0.122], [-0.087, 0.048, 0.039], [-0.005, 0.055, 0.059], [0.097, -0.026, 0.012], [-0.012, -0.043, -0.106], [0.020, -0.108, -0.088], [0.062, 0.028, 0.011], [-0.422, 1.625, 0.483], [0.379, -1.349, -0.863], [-0.233, 1.141, 1.055]]}